Below is the ion C7H12N with charge +1 at a distorted geometry, with properties calculated with ωB97M-V with the def2-TZVPD basis set.

XYZ file:
```
20
Properties=species:S:1:pos:R:3:lowdin_charge:R:1
C 0.7932 1.3692 0.7254 -0.0200
H -3.5408 -1.1903 -0.5472 0.1228
C 0.7254 0.0997 -0.1265 -0.5213
N -2.0190 -0.0561 -0.2300 0.1420
C -3.3927 -0.1334 -0.3546 -0.0049
C 1.7574 -1.2195 1.6408 0.0715
H 0.5079 1.0822 -2.0571 0.0936
H 0.2129 2.1095 0.1978 0.0967
H 2.1642 0.6634 -1.4491 0.1159
H 0.4277 1.1153 1.7393 0.1009
H 1.6234 -1.9280 -0.3177 0.1290
H 2.1310 -2.0875 1.9375 0.0397
C -0.8492 -0.0585 -0.1929 0.1995
H 1.4750 -0.4651 2.3854 0.0940
H 1.1388 -0.7151 -2.1123 0.1337
C 1.4115 -1.1445 0.4190 -0.1193
H -3.7192 0.5543 -1.2189 0.1587
C 1.1135 0.3202 -1.5800 -0.0311
H -3.8592 0.1839 0.4850 0.0713
H 1.8982 1.5003 0.6560 0.1273
```

Results
SMILES: C=CC(C)(C)C#[N+]C
Total charge: +1

---

Below is a structure of composition C7H12N at a distorted geometry, with properties calculated with ωB97M-V with the def2-TZVPD basis set.

XYZ file:
```
20
Properties=species:S:1:pos:R:3:lowdin_charge:R:1
H 0.6154 1.5608 1.4297 0.1107
C -1.3894 -0.5085 -0.2279 -0.2545
C -0.0625 0.2171 -0.1463 0.0619
H -2.6232 -0.3815 1.4144 0.0732
H -3.4738 -0.6165 -0.0488 0.0958
H -1.0926 1.9099 0.9435 0.0946
H -2.0698 -1.6990 -1.7289 0.0804
C -0.0904 1.5413 0.5458 -0.0730
N 2.7345 0.3374 0.5635 0.0984
H 0.3285 2.2619 -0.2563 0.1422
C 1.9212 0.1363 -0.5001 -0.1709
H 3.3548 -1.5808 -0.3288 0.1202
H 2.6847 0.7965 1.4009 0.0952
C -2.6680 -0.0497 0.4269 -0.0293
C 2.5067 -1.0547 0.1083 -0.0624
H -0.2337 -1.4403 -1.7468 0.0789
H 1.7697 -1.6923 0.5379 0.0997
H -2.9447 1.0324 0.3797 0.1095
H 1.9157 0.5870 -1.4783 0.1326
C -1.1832 -1.3570 -1.2885 0.1967
```

Results
Total charge: +1

---

Below is an isolated molecule of C7H12N2 at a distorted geometry, with properties calculated with ωB97M-V with the def2-TZVPD basis set.

XYZ file:
```
21
Properties=species:S:1:pos:R:3:lowdin_charge:R:1
H -3.1382 -0.4397 0.9414 0.0987
C -2.5948 -0.4840 0.0002 -0.1181
H -0.8614 2.3504 0.9154 0.1132
C -1.8114 -1.8675 0.0175 -0.2103
H -2.3215 -2.5962 -0.7852 0.1419
N -0.4171 -1.5796 -0.2073 0.0523
H 1.8378 -1.6182 0.2463 0.1152
H 3.9040 0.7248 -0.0645 0.0589
C 3.6965 -0.3089 -0.0937 -0.0790
C -1.5143 1.9033 0.0201 -0.0793
C -1.3935 0.4409 -0.0211 -0.3302
C 1.2407 0.2897 -0.1780 0.0061
H -1.9947 -2.3484 0.9269 0.0726
H 4.1594 -0.7605 0.6856 0.0265
H 4.0440 -0.7784 -0.9682 0.0616
N -0.3243 -0.3094 -0.0878 -0.1343
C 2.1958 -0.5252 0.1736 -0.1748
H -2.5624 2.2304 0.2735 0.0870
H -1.2335 2.4957 -0.8435 0.0584
H 1.3408 1.3544 -0.4723 0.1089
H -3.2705 -0.6664 -0.9191 0.1247
```

Results
Multiplicity: 3
Total charge: 0

---

Below is a structure of composition C7H12N2O at a distorted geometry, with properties calculated with ωB97M-V with the def2-TZVPD basis set.

XYZ file:
```
22
Properties=species:S:1:pos:R:3:lowdin_charge:R:1
H -4.3500 -0.2542 -0.9906 0.1858
C -0.9430 0.1233 -0.9031 -0.3823
H 2.1388 1.5663 1.9242 0.0736
N 0.1283 0.0967 -1.9112 0.1286
C 2.1932 0.0193 0.3928 -0.2358
H 2.7788 -0.8877 0.1713 0.1158
N -3.2728 0.5946 -1.7649 0.1152
H -0.2155 -0.3169 -2.7815 0.1177
H 3.7376 0.8244 1.7011 0.0723
H 2.3841 0.7271 -0.4283 0.1142
C -2.3353 -0.0038 -1.2893 -0.1072
H -3.5131 -0.9715 0.5896 0.0092
C -0.3579 0.7902 0.3429 -0.0360
H 0.0352 -1.9864 -1.1554 0.1528
H 0.4973 -1.0158 1.2418 0.1462
C 2.6581 0.6189 1.7158 -0.1108
H -1.0408 0.7800 1.1989 0.1183
H 2.4581 -0.0668 2.5532 0.0750
C 0.7183 -0.3463 0.3980 -0.2648
O -3.8332 -1.1672 -0.2974 -0.2308
C 0.1182 -0.9337 -0.8822 -0.1811
H 0.0156 1.8093 0.1741 0.1241
```

Results
Total charge: 0

---

Below is an isolated molecule of C7H12N2O3 at a distorted geometry, with properties calculated with ωB97M-V with the def2-TZVPD basis set.

XYZ file:
```
24
Properties=species:S:1:pos:R:3:lowdin_charge:R:1
C -0.0083 -1.8300 1.5947 -0.0330
H 0.5695 2.0938 -1.6694 0.0863
H 0.1158 -0.7306 -2.9561 0.1057
H -0.1689 -2.4796 0.6551 0.1284
N -1.9062 -0.5237 -0.5704 0.0994
C 0.4090 1.8451 -0.6315 -0.0080
C -0.5096 -0.4521 1.3811 -0.2269
N 1.5322 -0.2911 -0.5749 -0.3545
H -0.4645 2.3358 -0.2298 0.0997
O 2.6090 0.2613 -0.2693 0.0486
H -1.0974 1.2914 2.6093 0.1478
H 0.5419 1.3387 1.7400 0.0456
C 0.3111 0.3443 -0.4425 -0.2513
H -0.3873 -2.3775 2.4164 0.0788
O 1.5302 -1.4552 -1.0011 0.0483
H -1.5909 -0.6144 -3.1611 0.0557
C -0.1107 0.6957 2.2896 -0.0102
H 0.4111 0.3404 3.1534 0.0731
H -0.6960 0.9054 -2.9406 0.0922
C -0.8080 -0.1611 -2.6738 -0.0079
C -0.8121 -0.2519 -1.2052 -0.3114
O -1.8558 -0.5885 0.7629 -0.0885
H 1.3365 2.1629 -0.1426 0.0855
H 1.0496 -1.8591 1.8660 0.0967
```

Results
Total charge: 0

---

Below is an isolated molecule of C7H12N2O5 at a distorted geometry, with properties calculated with ωB97M-V with the def2-TZVPD basis set.

XYZ file:
```
26
Properties=species:S:1:pos:R:3:lowdin_charge:R:1
H -2.9177 1.8074 -0.4243 0.0465
H 1.2915 -2.7399 -0.5711 0.1530
C -2.1617 1.9426 0.1972 0.0177
C 0.2608 1.5226 0.5000 0.0864
H 0.8075 -2.3327 1.0260 0.1084
C -1.0567 -0.4588 0.4930 -0.0489
H 1.1338 1.9612 0.0249 0.0671
H -2.4128 1.9111 1.1719 0.0571
C -0.4622 -1.5650 -0.4004 -0.3538
O 1.5979 0.0030 -2.0871 0.0862
O 3.0724 0.9551 -0.8063 0.1005
O 3.0935 0.6061 1.7455 0.1121
O -1.0760 0.9093 -1.5550 0.0086
O -1.3041 -2.7356 -0.3892 -0.0420
C 1.8667 -0.6329 0.1182 -0.2049
H -0.5840 -0.2958 1.5033 0.1363
C -0.9890 0.9897 -0.1873 -0.5448
C 1.0020 -1.8587 0.0923 -0.0678
H -2.0513 -0.5548 0.6345 0.0782
N 2.2045 0.1220 -1.0182 -0.3276
H 0.3025 1.6190 1.5454 0.0594
N 2.3668 -0.3182 1.3197 0.0691
H -1.4083 -2.8968 0.5915 0.1152
H -0.2858 -1.4964 -1.5118 0.1496
H -0.3702 0.6055 -2.1239 0.0745
H -1.9202 2.9309 0.1112 0.0640
```

Results
Total charge: 0

---

Below is the ion C7H12N3 with charge +1 at a distorted geometry, with properties calculated with ωB97M-V with the def2-TZVPD basis set.

XYZ file:
```
22
Properties=species:S:1:pos:R:3:lowdin_charge:R:1
C 0.2415 -0.6709 -3.5008 -0.0173
H 1.2070 -1.3100 -3.5504 0.1065
H 0.5643 0.3614 -3.7718 0.0819
H -0.2370 -1.8654 1.1395 0.1030
H -1.8067 0.1201 0.1413 0.1403
H 1.6611 0.2987 -1.5730 0.2210
H 1.9273 1.8389 2.6329 0.0648
N -0.9091 0.0457 0.5269 -0.0243
C -1.1092 0.6689 1.9174 -0.0405
C -1.0922 -1.4974 0.6290 0.0464
N 0.6814 -0.0278 -1.2847 -0.0423
C 0.4445 0.3357 -0.0459 -0.1894
C -0.1435 1.2651 2.5819 -0.0330
H -2.1359 0.3617 2.3370 0.1602
H -0.5714 -1.0934 -4.0622 0.0645
H 2.3279 1.2589 0.3442 0.1080
H -0.4685 1.6583 3.5558 0.1312
C 1.4709 0.8894 0.8258 -0.0172
C 1.2765 1.3242 2.0818 -0.0276
H -1.4014 -1.8150 -0.3715 0.0988
N -0.1177 -0.5975 -1.9887 -0.0227
H -1.8098 -1.5497 1.4354 0.0875
```

Results
Total charge: +1

---

Below is a cluster of 2 separate species, C7H12N3O in total at a distorted geometry, with properties calculated with ωB97M-V with the def2-TZVPD basis set.

XYZ file:
```
23
Properties=species:S:1:pos:R:3:lowdin_charge:R:1
H -5.4894 -1.0643 0.4977 0.0978
C -3.5426 -0.3471 -0.0826 -0.3842
N -1.9048 -0.4346 -1.5381 0.1120
O -3.3584 -0.5266 -1.3197 0.0865
C -0.2742 -1.7145 1.5298 0.1274
N -2.4607 -0.0119 0.5364 0.1386
C 0.5780 -1.1787 0.7092 -0.0167
H -2.6646 0.2212 1.3845 0.0793
H -5.5096 0.4666 -0.3302 0.1003
H 1.7527 0.4776 -1.4622 0.1001
C 2.7173 -0.1202 0.8857 0.0055
C -1.4234 -0.0568 -0.4344 -0.1539
H 2.6609 -0.9568 -1.5363 0.0969
H 0.9588 -0.9135 -1.8267 0.1107
N 1.6705 -0.7861 0.1965 -0.1492
H 2.6095 -0.1994 2.0052 0.1393
C 1.7679 -0.5380 -1.1919 -0.0258
H -0.3048 -2.6931 1.8849 0.0832
H 2.7743 0.8390 0.4439 0.0978
C -4.9615 -0.1090 0.4140 0.0610
H -4.9195 0.4329 1.4452 0.1317
H -1.1945 -1.2076 1.7405 0.0573
H 3.6717 -0.5772 0.7409 0.1043
```

Results
Total charge: +1

---

Number 1: E_tot -328.33246 Ha. Number 2: E_tot -328.20470 Ha. Number 3: E_tot -383.19721 Ha. Number 4: E_tot -458.50160 Ha. Number 5: E_tot -608.91823 Ha. Number 6: E_tot -759.28367 Ha. Number 7: E_tot -437.76895 Ha. Number 8: E_tot -512.97892 Ha.